Entry 1:
This record from the Open Molecules 2025 dataset describes an isolated ion of composition C5H11NO and charge +1 at a distorted geometry. The level of theory is wB97M-V/def2-TZVPD.

Each line ends with the Löwdin charge.
Cartesian coordinates (Å):
C: -0.20758 -0.64357 -0.43989  -0.04
C: -0.14393 0.42200 0.67804  -0.40
C: 0.11292 1.80884 0.03360  -0.05
C: -1.45346 0.47106 1.46981  -0.06
C: 1.13886 -0.87468 -1.11901  -0.35
N: 1.36264 -2.15324 -1.44519  0.25
O: 1.89392 0.00455 -1.54976  0.35
H: -0.45359 -1.53182 0.14016  0.13
H: -0.94145 -0.42499 -1.21286  0.16
H: 0.62597 0.24848 1.43256  0.15
H: -0.84726 2.17946 -0.34390  0.09
H: 0.37159 2.48390 0.84990  0.10
H: 0.79881 1.90442 -0.81415  0.08
H: -1.79898 -0.52150 1.76894  0.09
H: -2.25532 0.90295 0.86894  0.09
H: -1.32301 1.07437 2.36557  0.10
H: 2.30993 -2.45756 -1.64519  0.16
H: 0.80995 -2.89268 -1.03759  0.15

Results
Charge = +1
⟨S²⟩ = 0.756
HOMO level (spin up / spin down) = -15.8 / -15.8 eV
2S+1 = 2
E = -326.7739 Eh
Frontier orbital gap (spin up / spin down) = 11.58 / 6.68 eV

Entry 2:
This record from the Open Molecules 2025 dataset describes C14H12AsMoN5O7S4 as an isolated structure. The level of theory is wB97M-V/def2-TZVPD.

Each line ends with the Löwdin charge.
Cartesian coordinates (Å):
Mo: -1.20611 -0.97388 1.03947  1.14
N: 0.76216 0.16894 1.60297  -0.06
C: 0.99413 0.39919 3.03722  -0.24
C: -0.03393 1.36550 3.59014  -0.10
C: -1.47334 0.82731 3.54492  -0.63
O: -2.38172 1.41820 4.09320  0.05
O: -1.58670 -0.29373 2.90851  -0.28
H: 1.59563 -0.24981 1.19150  0.07
H: 0.60059 1.05567 1.12458  0.09
H: 2.00439 0.79746 3.19260  0.11
H: 0.91967 -0.57108 3.53811  0.11
H: -0.02080 2.30612 3.02894  0.12
H: 0.20739 1.62257 4.62440  0.12
S: -3.31082 -4.20857 3.49866  -0.20
As: -2.41281 -3.95384 1.62339  -0.52
S: -0.35553 -3.06717 1.82211  -0.03
S: -3.21844 -2.02967 0.66505  0.06
S: -2.42041 -5.46218 0.16865  -0.20
N: -3.77938 1.49719 0.52769  0.19
C: -2.55928 1.69293 -0.02984  -0.49
O: -1.55068 1.13754 0.51049  -0.18
C: -2.40785 2.53144 -1.15402  -0.22
C: -1.12535 2.69143 -1.70571  -0.24
N: -0.07354 2.83332 -2.15787  0.12
C: -3.51109 3.21149 -1.68878  -0.27
N: -4.41980 3.77586 -2.12657  0.10
H: -3.84386 0.81489 1.26842  0.08
H: -4.61140 1.77443 0.03800  0.10
O: -1.04343 -1.32539 -2.87610  0.08
C: -0.19177 -1.13464 -2.02836  -0.56
O: -0.34993 -1.10007 -0.75406  -0.28
C: 1.25362 -0.87680 -2.43113  -0.09
C: 1.56566 -0.56480 -3.75633  0.01
C: 2.87462 -0.29314 -4.13602  -0.06
C: 3.89480 -0.32872 -3.18999  -0.01
C: 3.54143 -0.64330 -1.88451  -0.13
C: 2.25729 -0.92761 -1.48126  0.05
N: 4.60022 -0.65631 -0.83796  -0.36
O: 4.25759 -0.83283 0.30811  0.07
O: 5.75408 -0.53602 -1.17663  0.06
H: 0.75180 -0.53031 -4.46429  0.12
H: 3.10560 -0.03843 -5.16127  0.10
H: 4.92175 -0.11034 -3.44031  0.11
H: 2.02556 -1.21283 -0.46609  0.11

Results
Charge = -2
⟨S²⟩ = 2.033
HOMO level (spin up / spin down) = -2.3 / -2.4 eV
2S+1 = 3
E = -5238.1151 Eh
Frontier orbital gap (spin up / spin down) = 5.55 / 5.65 eV

| no. | molecular weight (g/mol) |
| --- | --- |
| 1 | 101.15 |
| 2 | 661.41 |